Molecular formula: C5H11N
Method: DFT, the ωB97M-V functional and the def2-TZVPD basis

```
17
Properties=species:S:1:pos:R:3:forces:R:3:lowdin_charge:R:1
C 2.420 -0.448 -0.340 -1.0 0.2 -0.5 -0.1325
N 1.356 -1.141 0.446 2.2 0.0 -0.8 -0.1352
C 0.036 -1.066 -0.141 -0.9 0.9 1.1 -0.2539
C -0.476 0.446 -0.396 -1.1 -3.2 0.0 -0.1641
C -1.535 0.696 0.704 0.2 0.9 -1.4 -0.1879
C -2.757 1.179 0.376 2.9 0.4 -0.3 -0.0099
H 2.066 -0.431 -1.368 0.1 0.0 -0.3 0.0732
H 2.497 0.606 -0.052 0.2 0.0 0.0 0.0661
H 3.434 -0.859 -0.386 -0.4 -0.4 0.6 0.0706
H 1.433 -0.735 1.370 -0.7 -0.3 0.1 0.0946
H -0.126 -1.655 -1.043 0.7 -0.2 -0.1 0.1035
H -0.580 -1.558 0.634 -0.2 0.3 -0.5 0.1047
H 0.493 0.936 -0.470 -0.7 1.1 0.5 0.0750
H -0.974 0.477 -1.407 0.5 0.2 1.0 0.1094
H -1.245 0.413 1.707 0.1 0.4 0.3 0.0890
H -2.772 1.318 -0.708 -1.0 0.4 0.3 0.0467
H -3.269 1.823 1.077 -0.9 -0.8 0.0 0.0508
```
Forces are in eV/Å.

Calculated values
ΔE to the lowest compared entry with this formula, charge and spin: 54.3 kcal/mol
HOMO level: -8.49 eV
LUMO level: 1.15 eV
molecular weight: 85.1 g/mol
multiplicity: 1